Molecular formula: C9H31AgN12O7
Method: DFT, ωB97M-V/def2-TZVPD

As for the expectation value of S²: 0.76. Its highest occupied orbital energy (spin up / spin down) is -0.423 / -0.409 Eh. As for the spin multiplicity: 2. The charge is +1.

```
60
Properties=species:S:1:pos:R:3:forces:R:3
Ag 0.648549 0.190627 0.070578 -0.6767 -1.2767 0.0125
C -2.352293 -1.810363 -1.873844 0.4526 -0.9534 -0.5749
C -2.238861 -1.221442 -0.475712 -0.8813 1.7344 -0.9012
C -3.445304 -1.659947 0.385229 0.8669 -0.9437 -0.0083
O -1.019430 -1.353516 0.146555 0.6749 -0.5178 0.5886
H -3.328925 -1.625676 -2.323767 -0.0524 0.1476 0.1121
H -2.209927 -2.897627 -1.891023 -0.2284 -0.0231 0.3437
H -1.578470 -1.493258 -2.577721 0.1369 0.3510 0.3101
H -2.394067 -0.132303 -0.599374 0.0016 0.0727 -0.2296
H -3.207084 -2.663594 0.757099 0.0036 0.1627 0.4973
H -4.359329 -1.841829 -0.177413 0.0073 0.5596 -0.2052
H -3.604877 -0.942363 1.187346 -0.2353 -0.2686 0.1521
C 2.727862 -1.645241 2.247969 0.2377 1.2253 -1.1652
O 2.449451 -0.911524 1.298453 0.1379 -0.2712 0.8458
N 3.506134 -1.233972 3.291269 0.1799 -0.8356 0.9495
N 2.368503 -2.949428 2.251999 -0.2551 -0.4257 0.2502
H 3.574045 -1.849390 4.085815 0.0263 -0.0125 -0.0518
H 3.685861 -0.280054 3.537764 -0.2771 0.3028 -0.6813
H 1.724237 -3.245245 1.542416 0.1129 -0.0179 -0.1428
H 2.650337 -3.604434 2.956681 -0.0445 0.0332 0.0520
C -0.573699 -0.034053 3.265559 -0.5660 0.6616 -0.1151
O 0.190753 0.387481 2.400270 -0.1438 -0.4397 0.6612
N -0.537844 0.491715 4.527108 0.8396 0.9790 -0.0246
N -1.572454 -0.926165 3.066958 -0.3107 -0.6719 -0.2024
H -1.097671 0.272990 5.326960 -0.3091 -0.4095 -0.2062
H -0.078382 1.389885 4.546095 0.0965 -0.1893 0.1983
H -1.664004 -1.447308 2.207579 0.4733 0.2659 -0.2146
H -2.356045 -0.948266 3.690016 0.0712 -0.0966 0.2625
C 2.998778 2.511862 -0.813016 -0.0363 -0.6610 1.0049
O 2.325341 1.700273 -0.171502 0.4031 0.4476 -0.5024
N 4.188510 2.184856 -1.349846 0.7792 -0.5456 -0.3211
N 2.608951 3.802776 -0.927883 -0.8248 0.2360 -0.3493
H 4.747948 2.756757 -1.954127 -0.2665 0.3436 0.0170
H 4.525182 1.244306 -1.231829 -0.2856 -0.0583 0.1602
H 1.667738 3.963049 -0.607309 0.1691 0.2260 0.1859
H 3.213918 4.572393 -1.138360 0.0933 -0.0236 -0.0617
C -1.771846 2.575324 0.698385 0.9043 0.7267 1.6232
O -0.697025 2.143803 0.278638 -1.2867 0.3409 -0.6399
N -2.596505 1.871501 1.538755 0.5122 -0.9559 -0.7357
N -2.093870 3.900074 0.616653 0.0160 -0.2509 -0.3919
H -3.431059 2.229038 1.955885 -0.2172 0.2147 -0.1996
H -2.504680 0.868877 1.460209 0.0548 0.0993 0.3295
H -1.596992 4.468560 -0.044281 -0.0312 0.0606 0.1071
H -2.950519 4.223063 1.018856 -0.1496 0.2616 -0.1869
C 1.476259 -2.712166 -1.892167 0.2260 -0.0503 0.2630
O 1.776071 -1.646126 -1.366746 0.0043 -0.3573 -0.3080
N 2.108014 -3.165582 -3.019155 -0.2523 0.5510 0.4762
N 0.555427 -3.559226 -1.341623 0.1849 0.5980 0.2921
H 3.003582 -2.734029 -3.158392 -0.0253 -0.1979 -0.5439
H 1.786189 -3.981609 -3.498749 0.4003 -0.1692 -0.1179
H 0.229694 -4.375714 -1.819147 -0.1417 -0.0866 0.0569
H 0.036317 -3.120734 -0.591261 -0.3991 -0.1316 -0.2091
C -0.438461 1.435098 -2.865210 1.2822 0.2416 1.2263
O 0.219857 0.711586 -2.112923 -0.7913 -0.1764 -1.3266
N 0.065781 2.636023 -3.259500 -0.6777 0.7537 -0.6369
N -1.693471 1.173612 -3.313437 0.0928 -0.0531 0.2190
H -0.566593 3.322282 -3.632929 0.1471 0.0147 -0.2003
H 0.993715 2.959233 -3.065104 0.1056 -0.3915 0.4517
H -2.102247 1.810561 -3.969583 -0.1456 -0.2233 -0.2558
H -1.991070 0.214577 -3.294167 -0.1830 0.0740 0.0613
```
Forces are in eV/Å.

Molecular formula: C2H2N4O
Method: DFT, ωB97M-V/def2-TZVPD

Its highest occupied orbital energy is -0.352 Eh. The SMILES is [H]/N=c1/nncno1.

```
9
Properties=species:S:1:pos:R:3:forces:R:3
C 1.010778 0.053052 -0.108206 -0.3495 0.9478 1.5478
C -1.743487 -0.088921 -0.134441 1.3022 -0.8385 0.3420
H 2.778570 -0.857556 -0.135611 -1.4007 1.6555 0.3527
H -2.877371 -0.192118 -0.286218 2.1075 0.6233 0.3000
N 2.276883 0.088992 -0.070188 -0.4546 -0.9574 -1.1276
N 0.167209 1.302295 0.051223 1.1309 -1.2338 -0.1555
N -1.060171 1.188759 0.094332 -1.3725 -0.1019 -0.6126
N -1.075059 -1.186961 -0.017576 -1.2298 0.9374 -0.3865
O 0.291628 -1.060838 0.184147 0.2667 -1.0323 -0.2603
```
Forces are in eV/Å.

Molecular formula: C6H10N2O
Method: DFT, ωB97M-V/def2-TZVPD

Its highest occupied orbital energy is -0.311 Eh.

```
19
Properties=species:S:1:pos:R:3:forces:R:3
C -2.322565 -0.852928 0.655895 -0.4520 -4.2680 0.8930
C -1.027916 0.905326 -0.156926 -0.8904 1.8356 -2.5574
C 0.358489 0.331914 -0.439651 1.0613 -2.5312 -2.3531
C 0.684303 -0.803618 -1.199165 -1.3872 0.7694 0.9472
C 2.642472 0.768419 0.029411 -0.7343 -1.9051 1.9426
C 2.933941 -0.487251 0.478027 0.9317 -0.1316 2.7803
H -1.704422 -1.995389 0.040642 -1.7609 3.0835 3.2342
H -1.770097 -0.294172 1.709544 -1.6418 -2.2377 -3.1143
H -3.607576 -1.239216 0.969270 4.2521 1.3435 -1.1008
H -2.911738 0.683078 -0.316784 -1.0520 0.4763 -0.7466
H -2.203334 2.585307 -0.072568 2.9231 -1.4612 0.3845
H -0.138894 -1.503974 -1.439270 0.5424 0.6245 0.0830
H 1.728853 -1.142942 -1.570815 -2.0745 1.1397 0.9907
H 3.156884 1.712722 0.059274 1.4687 -0.5122 -0.3942
H 3.905208 -0.793123 0.954913 -0.3026 1.2747 -1.2507
H 2.281372 -1.265177 1.040701 0.0084 1.5799 -2.2089
N -2.241790 -0.026870 -0.552208 2.3067 2.8992 2.7147
N -1.142683 2.210708 0.017092 -2.1459 -2.4904 -0.3813
O 1.379485 1.207189 -0.207382 -1.0528 0.5109 0.1372
```
Forces are in eV/Å.

Molecular formula: C5H9NO
Method: DFT, ωB97M-V/def2-TZVPD

Its highest occupied orbital energy is -0.306 Eh.

```
16
Properties=species:S:1:pos:R:3:forces:R:3
C -2.040705 0.308648 1.361145 -0.0481 -0.0239 0.0574
C -0.703412 0.531533 0.723112 -0.2128 -0.0323 -0.1132
C -0.504864 0.075261 -0.711097 -0.1021 0.0342 -0.0184
N 0.784181 -0.578537 -0.553783 0.0458 -0.0137 0.2043
C 1.899581 -0.339392 -1.445256 0.0947 -0.0119 -0.0881
C 0.955162 -0.623250 0.806162 0.4097 -0.0627 -0.0435
O 1.936961 -0.738850 1.484429 -0.2416 -0.0334 -0.1723
H -2.614803 1.182938 1.016947 0.0283 -0.0744 0.0405
H -1.999251 0.387152 2.451929 0.0236 0.0103 -0.1715
H -2.612487 -0.587760 1.076289 0.1335 0.1108 -0.0353
H -0.113152 -0.820194 1.245229 0.0128 0.0665 0.0398
H -1.241617 -0.596234 -1.177116 0.0122 0.1251 0.0985
H -0.395380 0.977569 -1.326567 -0.0245 -0.1028 0.0499
H 2.759131 -0.918267 -1.102030 -0.1304 0.0840 -0.0233
H 1.628071 -0.670584 -2.451392 0.0553 0.0576 0.1295
H 2.180311 0.722622 -1.478697 -0.0565 -0.1336 0.0458
```
Forces are in eV/Å.

For reference, DFT total energy by record: -1692.2392; -371.5238; -419.0967; -325.7594 hartree.